No. 1
The following is a quantum chemistry calculation of a structure of composition C8Cl5F6NO4PtS2, from OMol25.

Atoms and positions in Å:
Pt -0.634 0.286 0.513
F 3.024 0.982 3.350
C 3.140 0.024 2.436
F 4.371 -0.469 2.467
F 2.269 -0.946 2.711
S 2.812 0.701 0.751
O 2.792 -0.430 -0.112
O 3.688 1.806 0.569
N 1.270 1.189 0.977
S 0.709 2.672 0.872
O 1.354 3.613 0.036
O -0.732 2.371 0.641
C 0.733 3.370 2.584
F 1.981 3.645 2.921
F 0.220 2.492 3.434
F 0.008 4.478 2.594
Cl -3.995 1.813 -0.018
C -3.719 0.118 -0.114
C -2.446 -0.379 0.091
C -2.290 -1.739 0.005
Cl -0.570 -2.057 0.320
C -3.263 -2.667 -0.265
Cl -2.899 -4.337 -0.335
C -4.545 -2.149 -0.472
Cl -5.835 -3.226 -0.817
C -4.767 -0.769 -0.396
Cl -6.350 -0.157 -0.652

The value obtained for the total energy is -4476.368894 Eh. As for the HOMO energy: -9.54 eV. Its max |F| is 0.2 eV/A. Its energy above the lowest of the compared OMol25 structures with the same formula, charge and spin is 0.00 kJ/mol. The orbital gap comes out at 8.4932 eV.

---

No. 2
The following is a quantum chemistry calculation of a cluster of 2 separate species, C8H10 in total, from OMol25.

Atoms and positions in Å:
C -2.139 -0.700 0.313
C -1.428 -1.673 1.075
C -0.262 -1.444 1.519
C 0.358 -0.171 1.451
C -0.442 0.832 0.846
C -1.748 0.637 0.427
H -3.087 -0.945 0.112
H -1.756 -2.721 1.193
H 0.312 -2.182 1.961
H 1.322 0.128 1.792
H 0.162 1.747 0.722
H -2.108 1.341 -0.340
C 1.205 0.895 -2.091
C 2.464 0.888 -1.600
H 0.438 1.135 -1.464
H 1.030 0.733 -3.100
H 2.348 0.965 -0.528
H 3.330 0.535 -2.290

The value obtained for the total energy is -310.719558 Eh. As for the HOMO energy: -9.22 eV. Its max |F| is 7.8 eV/A. Its energy above the lowest of the compared OMol25 structures with the same formula, charge and spin is 304.85 kJ/mol. As for the SMILES: c1ccccc1.C=C. The orbital gap comes out at 10.2076 eV.

---

No. 3
The following is a quantum chemistry calculation of a structure of composition C8H10Br2NO, from OMol25.

Atoms and positions in Å:
C -1.824 0.496 -0.191
C -0.011 2.153 -0.257
C -2.434 1.241 0.796
C -0.598 2.878 0.738
C -0.668 0.923 -0.821
C -1.891 2.450 1.206
C 0.479 -2.061 0.097
C -0.027 0.203 -1.866
N -0.001 -3.374 -0.320
O -2.516 3.019 2.196
Br 1.437 0.869 -2.915
Br -0.997 -1.208 -2.634
H -2.044 -0.522 -0.473
H 0.858 2.752 -0.696
H -3.473 0.923 1.133
H -0.232 3.818 1.217
H 1.536 -2.010 0.138
H -0.260 -1.349 0.434
H 0.649 -4.042 -0.618
H -0.584 -3.350 -1.120
H -0.650 -3.765 0.451
H -1.988 3.750 2.566

The value obtained for the total energy is -5588.457546 Eh. As for the net charge: +1. As for the HOMO energy (alpha / beta): -11.96 / -10.19 eV. Its max |F| is 4.0 eV/A. Its energy above the lowest of the compared OMol25 structures with the same formula, charge and spin is 288.60 kJ/mol. The orbital gap (alpha / beta) comes out at 7.8538 / 5.3447 eV.

---

No. 4
The following is a quantum chemistry calculation of a cluster of 2 separate species, C8H10BrN3 in total, from OMol25.

Atoms and positions in Å:
C -1.143 0.868 -1.361
C 0.863 -0.411 -0.019
C 0.373 -1.661 0.048
C 2.252 -0.475 -0.098
C -0.973 -2.295 0.299
C 0.271 2.718 -0.396
C -1.374 1.212 1.090
C -0.615 1.479 -0.228
N -1.555 0.273 -2.260
N 2.598 -1.736 -0.061
N 1.476 -2.510 -0.072
Br 3.638 0.821 -0.115
H -0.791 -3.322 -0.218
H -1.373 -2.338 1.279
H -1.578 -1.750 -0.459
H -0.486 3.511 -0.556
H 0.903 2.605 -1.342
H 0.716 3.047 0.476
H -0.696 1.251 1.975
H -2.229 1.944 1.178
H -1.722 0.270 1.031
H 1.446 -3.503 -0.192

The value obtained for the total energy is -3048.950332 Eh. As for the HOMO energy (alpha / beta): -9.07 / -9.07 eV. Its max |F| is 4.9 eV/A. Its energy above the lowest of the compared OMol25 structures with the same formula, charge and spin is 410.58 kJ/mol. The orbital gap (alpha / beta) comes out at 8.3521 / 8.3509 eV.